C9H13NO | wB97M-V/def2-TZVPD

CARTESIAN COORDINATES (ANGSTROEM)
1 C 1.99984 0.45506 -2.65986
2 C 0.89456 0.50854 -1.60858
3 N 0.67133 1.89888 -1.23930
4 C 1.30729 -0.27241 -0.34761
5 C 0.17001 -0.36428 0.62690
6 C 0.07597 0.51345 1.70166
7 C -1.00087 0.44631 2.56660
8 C -1.99867 -0.49231 2.37369
9 C -1.91419 -1.37345 1.30281
10 O -2.86748 -2.31809 1.06638
11 C -0.83135 -1.30394 0.43465
12 H 2.21900 -0.57376 -2.93306
13 H 2.89998 0.91959 -2.26671
14 H 1.69704 0.99431 -3.55486
15 H -0.01404 0.03095 -2.02412
16 H -0.04548 1.96006 -0.52384
17 H 0.35986 2.43311 -2.04302
18 H 1.62088 -1.27408 -0.64520
19 H 2.15240 0.24418 0.10770
20 H 0.85093 1.24850 1.85869
21 H -1.06746 1.12972 3.40041
22 H -2.84053 -0.54554 3.05181
23 H -3.55279 -2.26413 1.74312
24 H -0.78623 -2.00067 -0.38827

Calculated values
- SMILES string: C[C@H](N)Cc1cccc(O)c1
- E_HOMO: -8.61 eV
- Kohn-Sham gap: 9.4327 eV
- Relative energy (zero: lowest compared OMol25 entry of this formula, charge and spin): 6.1 kcal per mole

***

C9H13NO | wB97M-V/def2-TZVPD

CARTESIAN COORDINATES (ANGSTROEM)
1 C -0.19089 -0.59546 -2.57287
2 C -0.40296 0.30091 -1.40812
3 C -1.69351 0.72334 -1.14102
4 C -1.89526 1.75992 -0.22222
5 C -0.80986 2.43808 0.39267
6 C 0.52637 2.02027 0.03705
7 C 0.67730 0.93959 -0.84976
8 H -0.34315 -1.68036 -2.40063
9 H 0.90687 -0.49022 -2.96875
10 H -0.82176 -0.15114 -3.39458
11 H -2.55213 0.17629 -1.42259
12 H -2.90667 2.08716 -0.11639
13 H -0.93817 3.23530 1.07890
14 H 1.33789 2.56704 0.47230
15 H 1.61887 0.58575 -1.05404
16 C -0.01619 -1.39536 2.34277
17 C 0.88497 -2.11534 1.48714
18 N 2.10665 -1.40460 1.16133
19 O 0.70409 -3.24404 0.99657
20 H -0.53587 -2.08288 3.12836
21 H -0.70137 -0.84310 1.66130
22 H 0.42025 -0.58866 3.06651
23 H 2.74220 -1.85252 0.64883
24 H 1.88234 -0.38996 1.07724

Calculated values
- SMILES string: Cc1ccccc1.CC(N)=O
- E_HOMO: -9.26 eV
- Kohn-Sham gap: 10.0993 eV
- Relative energy (zero: lowest compared OMol25 entry of this formula, charge and spin): 32.6 kcal per mole